# 1
{"formula": "C50H33MnN5", "method": "ωB97M-V with the def2-TZVPD basis set", "symbols": ["Mn", "C", "C", "C", "C", "C", "C", "C", "C", "C", "C", "C", "N", "C", "C", "C", "C", "C", "C", "C", "C", "C", "C", "C", "C", "C", "N", "C", "C", "C", "C", "C", "C", "C", "C", "C", "C", "C", "C", "N", "C", "C", "N", "C", "C", "C", "C", "C", "C", "H", "H", "H", "H", "H", "H", "H", "H", "H", "H", "H", "H", "H", "H", "H", "H", "H", "H", "H", "H", "H", "H", "H", "H", "H", "H", "H", "H", "N", "C", "C", "C", "C", "C", "C", "H", "H", "H", "H", "H"], "coordinates": [[0.13, -0.25, -0.03], [-2.71, 3.48, 6.06], [-2.35, 4.12, 4.88], [-1.89, 3.37, 3.80], [-1.79, 1.98, 3.90], [-2.19, 1.35, 5.08], [-2.64, 2.10, 6.15], [-1.21, 1.21, 2.77], [-2.06, 0.48, 1.94], [-3.48, 0.39, 2.11], [-3.92, -0.51, 1.21], [-2.77, -0.97, 0.48], [-1.64, -0.34, 0.93], [-2.80, -1.95, -0.51], [-1.70, -2.32, -1.26], [-1.73, -3.38, -2.23], [-0.50, -3.42, -2.80], [0.28, -2.39, -2.19], [1.60, -2.12, -2.53], [2.22, -2.90, -3.64], [3.32, -3.72, -3.38], [3.92, -4.44, -4.40], [3.43, -4.35, -5.70], [2.34, -3.54, -5.96], [1.74, -2.82, -4.94], [2.39, -1.20, -1.84], [2.00, -0.51, -0.72], [3.12, 0.15, -0.30], [3.23, 0.88, 0.88], [4.57, 1.43, 1.24], [4.86, 2.77, 1.00], [6.10, 3.30, 1.35], [7.05, 2.48, 1.95], [6.77, 1.15, 2.19], [5.53, 0.62, 1.83], [2.17, 1.11, 1.75], [2.29, 1.83, 2.98], [1.05, 1.92, 3.50], [0.16, 1.25, 2.60], [0.87, 0.73, 1.54], [4.20, -0.05, -1.21], [3.74, -0.88, -2.18], [-0.45, -1.75, -1.23], [-4.09, -2.66, -0.73], [-4.77, -2.58, -1.94], [-5.95, -3.28, -2.14], [-6.48, -4.06, -1.12], [-5.82, -4.14, 0.10], [-4.63, -3.44, 0.29], [-3.05, 4.07, 6.91], [-2.41, 5.19, 4.80], [-1.59, 3.85, 2.88], [-2.12, 0.27, 5.15], [-2.94, 1.61, 7.07], [-4.05, 0.95, 2.83], [-4.93, -0.84, 1.03], [-2.57, -4.02, -2.42], [-0.15, -4.09, -3.57], [3.69, -3.81, -2.37], [4.77, -5.08, -4.18], [3.90, -4.91, -6.50], [1.96, -3.47, -6.97], [0.89, -2.18, -5.16], [4.11, 3.40, 0.53], [6.32, 4.34, 1.16], [8.01, 2.89, 2.24], [7.51, 0.51, 2.65], [5.30, -0.42, 2.02], [3.22, 2.22, 3.37], [0.75, 2.39, 4.43], [5.18, 0.40, -1.12], [4.27, -1.23, -3.04], [-4.36, -1.96, -2.73], [-6.47, -3.20, -3.08], [-7.39, -4.61, -1.27], [-6.22, -4.75, 0.90], [-4.11, -3.50, 1.24], [-0.36, 1.09, -0.95], [-0.98, 2.26, -1.13], [-0.52, 3.43, -0.48], [-1.11, 4.65, -0.74], [-2.19, 4.75, -1.61], [-2.69, 3.59, -2.20], [-2.10, 2.37, -1.99], [0.32, 3.34, 0.20], [-0.72, 5.55, -0.26], [-2.64, 5.71, -1.82], [-3.56, 3.66, -2.85], [-2.46, 1.47, -2.46]], "total_energy_ev": -91156.719, "spin_multiplicity": 2, "lumo_energy_ev": [-1.05, -1.05], "homo_lumo_gap_ev": [5.91, 5.95], "charge": 0, "e_homo_ev": [-6.97, -7.00]}

# 2
{"formula": "C44H44ClF3N6O4PS3Sn", "method": "ωB97M-V with the def2-TZVPD basis set", "symbols": ["Sn", "Cl", "C", "C", "C", "C", "C", "C", "P", "C", "C", "C", "C", "C", "C", "C", "C", "C", "C", "C", "C", "H", "H", "H", "H", "H", "H", "H", "H", "H", "H", "H", "H", "H", "H", "C", "C", "C", "C", "O", "H", "H", "H", "H", "H", "H", "H", "H", "H", "C", "C", "C", "C", "C", "C", "C", "O", "C", "C", "C", "H", "H", "H", "H", "H", "H", "H", "H", "H", "H", "H", "H", "N", "C", "N", "N", "C", "N", "H", "H", "H", "H", "S", "C", "S", "C", "N", "N", "C", "C", "C", "C", "C", "C", "S", "H", "H", "H", "H", "H", "F", "C", "F", "F", "C", "O", "O"], "coordinates": [[-0.55, -0.22, 0.76], [2.70, 2.83, 1.90], [2.46, 1.96, 3.42], [3.60, 1.85, 4.21], [3.58, 1.16, 5.38], [2.43, 0.47, 5.74], [1.29, 0.61, 5.02], [1.26, 1.35, 3.77], [-0.31, 1.42, 2.81], [-1.70, 1.00, 3.91], [-2.76, 1.91, 4.09], [-3.89, 1.47, 4.74], [-3.94, 0.18, 5.23], [-2.88, -0.66, 5.13], [-1.76, -0.31, 4.43], [-0.69, 3.11, 2.21], [-1.68, 3.21, 1.20], [-1.99, 4.43, 0.77], [-1.30, 5.56, 1.32], [-0.39, 5.47, 2.35], [-0.07, 4.17, 2.78], [4.46, 2.39, 3.84], [4.43, 1.15, 6.06], [2.45, -0.19, 6.62], [0.47, 0.09, 5.40], [-2.67, 2.85, 3.68], [-4.72, 2.16, 4.90], [-4.87, -0.11, 5.70], [-2.91, -1.66, 5.55], [-0.91, -0.97, 4.21], [-2.14, 2.36, 0.80], [-2.68, 4.71, -0.05], [-1.42, 6.54, 0.78], [0.11, 6.37, 2.57], [0.68, 4.10, 3.62], [-3.49, -1.97, 0.23], [-3.63, -0.45, 0.29], [-4.81, 0.03, 1.22], [-3.86, 0.02, -1.15], [-2.39, 0.17, 0.70], [-4.48, -2.48, 0.07], [-3.11, -2.19, 1.27], [-2.80, -2.26, -0.59], [-5.71, 0.18, 0.65], [-4.55, 0.99, 1.74], [-4.96, -0.68, 2.00], [-4.62, -0.51, -1.79], [-3.00, -0.13, -1.82], [-4.19, 1.06, -1.22], [-0.02, -6.46, -5.43], [0.01, -5.56, -4.22], [0.24, -5.92, -2.91], [0.07, -5.02, -1.90], [0.40, -5.49, -0.47], [-0.31, -3.68, -2.15], [-0.45, -2.85, -1.00], [-0.62, -1.60, -1.07], [-0.52, -3.28, -3.50], [-0.65, -1.86, -4.00], [-0.36, -4.21, -4.47], [0.09, -5.89, -6.34], [-1.04, -6.83, -5.56], [0.69, -7.26, -5.41], [0.55, -6.93, -2.64], [0.42, -6.54, -0.46], [-0.38, -5.22, 0.23], [1.32, -5.06, -0.06], [-0.40, -3.27, -0.05], [-0.40, -1.16, -3.26], [-1.67, -1.62, -4.30], [-0.06, -1.71, -4.98], [-0.30, -3.82, -5.48], [0.79, 2.24, -3.71], [0.17, 3.29, -3.23], [0.21, 4.45, -3.94], [-0.47, 3.38, -2.01], [-0.35, 2.31, -1.36], [-0.20, 1.33, -0.75], [1.56, 2.46, -4.30], [0.80, 1.38, -3.22], [0.72, 4.49, -4.81], [-0.15, 5.35, -3.58], [2.67, -0.84, -4.63], [3.04, -0.48, -3.09], [2.38, -1.58, -1.87], [2.57, -0.33, -0.69], [3.19, 0.67, -1.07], [3.47, 0.61, -2.42], [4.16, 1.77, -2.96], [5.10, 1.67, -3.96], [5.85, 2.82, -4.32], [5.67, 3.96, -3.53], [4.79, 4.05, -2.45], [4.04, 2.95, -2.20], [1.86, -0.56, 0.91], [5.32, 0.82, -4.53], [6.57, 2.82, -5.12], [6.37, 4.79, -3.63], [4.81, 4.84, -1.72], [3.37, 2.86, -1.38], [-0.75, -3.34, 4.73], [-0.58, -3.76, 3.49], [-1.81, -4.15, 3.12], [0.24, -4.81, 3.62], [-0.09, -2.56, 2.68], [0.80, -1.92, 3.21], [-0.80, -2.26, 1.68]], "total_energy_ev": -131768.363, "de_lowest_kj_mol": 27.3, "lumo_energy_ev": [-2.96, -2.96], "homo_lumo_gap_ev": [7.37, 7.37], "charge": 1, "e_homo_ev": [-10.33, -10.33]}

# 3
{"formula": "C30H87N3O12", "method": "ωB97M-V with the def2-TZVPD basis set", "symbols": ["C", "C", "O", "H", "H", "H", "H", "H", "H", "C", "C", "O", "H", "H", "H", "H", "H", "H", "C", "C", "O", "H", "H", "H", "H", "H", "H", "C", "C", "O", "H", "H", "H", "H", "H", "H", "C", "C", "O", "H", "H", "H", "H", "H", "H", "C", "C", "O", "H", "H", "H", "H", "H", "H", "C", "C", "O", "H", "H", "H", "H", "H", "H", "C", "C", "O", "H", "H", "H", "H", "H", "H", "C", "C", "O", "H", "H", "H", "H", "H", "H", "C", "C", "C", "O", "C", "N", "H", "H", "H", "H", "H", "H", "H", "H", "H", "H", "H", "C", "C", "C", "O", "C", "N", "H", "H", "H", "H", "H", "H", "H", "H", "H", "H", "H", "C", "C", "C", "O", "C", "N", "H", "H", "H", "H", "H", "H", "H", "H", "H", "H", "H"], "coordinates": [[-5.57, 0.31, 0.76], [-5.36, 1.84, 0.86], [-4.22, 2.22, 1.54], [-5.53, -0.22, 1.71], [-4.88, -0.04, -0.01], [-6.49, 0.00, 0.25], [-6.30, 2.24, 1.24], [-5.24, 2.25, -0.15], [-3.84, 2.88, 0.96], [8.97, 0.55, 0.99], [8.05, 1.68, 1.52], [6.87, 1.38, 0.76], [9.98, 0.55, 1.40], [9.19, 0.48, -0.08], [8.61, -0.41, 1.37], [8.41, 2.60, 1.07], [7.93, 1.69, 2.61], [6.21, 1.19, 1.42], [1.43, 4.40, -0.64], [0.50, 5.01, 0.44], [-0.40, 4.12, 1.02], [0.86, 4.00, -1.48], [2.22, 3.76, -0.25], [1.85, 5.29, -1.10], [-0.10, 5.80, -0.01], [1.09, 5.41, 1.27], [-0.78, 4.37, 1.86], [3.37, -4.02, 0.13], [3.48, -3.01, 1.32], [2.26, -2.29, 1.68], [3.27, -3.52, -0.83], [2.61, -4.80, 0.21], [4.32, -4.54, -0.01], [4.25, -2.29, 1.06], [4.03, -3.32, 2.21], [2.00, -1.62, 1.05], [5.87, -0.23, -2.68], [4.66, -1.10, -2.80], [4.10, -0.47, -3.95], [6.44, -0.36, -1.76], [5.61, 0.82, -2.51], [6.50, -0.27, -3.57], [4.04, -0.92, -1.92], [4.87, -2.15, -3.00], [3.51, -1.11, -4.36], [-2.74, -1.57, 3.54], [-2.60, -0.13, 3.08], [-3.66, 0.62, 3.65], [-1.81, -2.12, 3.49], [-3.49, -2.03, 2.90], [-2.94, -1.80, 4.59], [-2.80, -0.10, 2.01], [-1.69, 0.41, 3.32], [-3.88, 1.40, 3.13], [4.14, 2.33, 4.68], [4.32, 2.13, 3.17], [4.85, 0.87, 2.80], [3.56, 3.20, 4.95], [5.12, 2.42, 5.15], [3.81, 1.34, 5.01], [4.80, 2.94, 2.63], [3.31, 1.98, 2.80], [4.75, 0.15, 3.43], [-5.07, -2.63, -1.51], [-4.79, -3.88, -2.43], [-4.89, -5.05, -1.68], [-6.10, -2.64, -1.15], [-4.95, -1.72, -2.08], [-4.42, -2.57, -0.63], [-3.82, -3.68, -2.89], [-5.62, -3.87, -3.14], [-5.78, -4.97, -1.34], [1.28, 0.94, -4.34], [-0.13, 1.53, -3.99], [-1.06, 0.39, -4.22], [2.01, 1.75, -4.27], [1.46, 0.58, -5.35], [1.70, 0.25, -3.60], [-0.26, 2.39, -4.65], [-0.15, 1.92, -2.97], [-1.83, 0.74, -4.67], [-3.83, 5.40, 0.10], [-3.52, 4.51, -1.14], [-2.70, 5.23, -2.23], [-2.41, 4.41, -3.32], [-1.93, 5.02, -4.51], [-2.85, 3.30, -0.65], [-4.19, 6.40, -0.14], [-3.00, 5.61, 0.77], [-4.62, 4.87, 0.63], [-4.44, 4.13, -1.58], [-1.82, 5.59, -1.69], [-3.24, 6.12, -2.56], [-1.11, 5.62, -4.14], [-2.69, 5.64, -4.98], [-1.36, 4.43, -5.22], [-2.60, 2.67, -1.40], [-1.92, 3.48, -0.29], [-1.85, -0.52, -0.70], [-0.40, -0.92, -0.28], [0.49, 0.27, 0.03], [1.82, -0.27, 0.10], [2.87, 0.64, 0.16], [-0.47, -1.88, 0.85], [-2.18, 0.28, -0.04], [-2.60, -1.29, -0.49], [-1.86, -0.18, -1.73], [-0.02, -1.46, -1.14], [0.19, 0.84, 0.90], [0.34, 1.00, -0.76], [3.89, 0.31, 0.36], [2.78, 1.48, 0.85], [2.94, 1.13, -0.81], [0.48, -2.21, 0.85], [-1.04, -2.70, 0.68], [-0.29, -5.49, 0.97], [-1.68, -5.41, 0.52], [-2.74, -5.47, 1.64], [-2.55, -6.72, 2.34], [-3.47, -6.87, 3.35], [-1.96, -4.24, -0.29], [-0.04, -4.73, 1.71], [0.46, -5.36, 0.19], [-0.13, -6.49, 1.39], [-1.82, -6.27, -0.14], [-3.73, -5.46, 1.20], [-2.84, -4.66, 2.37], [-3.35, -6.15, 4.15], [-3.29, -7.82, 3.85], [-4.46, -6.91, 2.89], [-2.96, -4.20, -0.43], [-1.56, -4.40, -1.20]], "total_energy_ev": -61553.211, "spin_multiplicity": 2, "de_lowest_kj_mol": 0.0, "lumo_energy_ev": [2.09, 2.05], "homo_lumo_gap_ev": [1.49, 8.33], "charge": -1, "e_homo_ev": [0.60, -6.28]}

# 4
{"formula": "C3H2O3S", "method": "ωB97M-V with the def2-TZVPD basis set", "symbols": ["O", "C", "O", "C", "O", "C", "S", "H", "H"], "coordinates": [[0.40, -1.54, 0.87], [0.74, -0.63, 0.20], [1.75, -0.65, -0.64], [0.05, 0.77, 0.18], [0.73, 1.74, 0.36], [-1.45, 0.78, 0.03], [-2.23, -0.61, -0.08], [1.95, -1.58, -0.70], [-1.94, 1.72, -0.22]], "total_energy_ev": -20119.650, "de_lowest_kj_mol": 178.0, "lumo_energy_ev": -1.78, "homo_lumo_gap_ev": 7.50, "charge": 0, "e_homo_ev": -9.28}